This record from the OMol25 dataset describes 3 unconnected molecules or ions with the total composition C20H30BClN4O6. The level of theory is wB97M-V/def2-TZVPD.

Structure (XYZ):
```
62
Properties=species:S:1:pos:R:3:nbo_charge:R:1
C 1.950 -3.101 0.788 -0.629
C 0.674 -2.291 0.933 -0.152
Cl 0.224 -2.249 2.688 -0.095
C 0.775 -0.857 0.394 -0.471
C 0.156 -0.655 -1.004 -0.048
O 1.097 -0.326 -2.004 -0.547
C 1.499 -1.337 -2.914 -0.049
C 2.976 -1.735 -2.779 -0.420
N 3.486 -2.023 -4.135 -0.816
B 3.892 -0.601 -2.102 1.167
O 4.580 -0.943 -0.960 -0.888
N 4.130 0.710 -2.695 -0.759
C 5.557 1.023 -2.763 -0.399
C 3.387 1.790 -2.015 -0.400
H 2.070 -3.415 -0.252 0.212
H 2.813 -2.498 1.077 0.213
H 1.927 -3.993 1.411 0.231
H -0.150 -2.811 0.445 0.205
H 0.283 -0.188 1.099 0.232
H 1.825 -0.556 0.349 0.232
H -0.548 0.179 -0.965 0.181
H -0.426 -1.537 -1.304 0.166
H 0.852 -2.214 -2.788 0.162
H 1.351 -0.957 -3.929 0.197
H 3.014 -2.653 -2.165 0.148
H 4.391 -2.477 -4.091 0.356
H 2.871 -2.678 -4.607 0.349
H 4.426 -1.862 -0.699 0.485
H 6.011 1.187 -1.776 0.174
H 6.095 0.209 -3.253 0.193
H 5.700 1.928 -3.359 0.196
H 4.082 2.509 -1.575 0.195
H 2.738 2.322 -2.714 0.193
H 2.765 1.413 -1.205 0.195
O -8.101 -3.182 3.942 -0.375
N -7.571 -2.107 3.747 0.520
O -8.147 -1.039 3.762 -0.377
C -6.121 -2.099 3.469 0.085
C -5.448 -3.305 3.418 -0.214
C -4.088 -3.289 3.148 -0.209
C -3.430 -2.084 2.937 -0.187
C -4.132 -0.887 2.998 -0.211
C -5.491 -0.886 3.266 -0.215
H -5.981 -4.229 3.588 0.250
H -3.541 -4.221 3.104 0.222
H -2.369 -2.078 2.725 0.233
H -3.617 0.052 2.840 0.220
H -6.058 0.032 3.319 0.249
O 2.125 3.828 -0.185 -0.377
N 1.401 4.681 0.286 0.522
O 1.779 5.712 0.801 -0.371
C -0.054 4.435 0.222 0.088
C -0.498 3.273 -0.381 -0.224
C -1.863 3.039 -0.433 -0.202
C -2.750 3.959 0.113 -0.186
C -2.277 5.120 0.708 -0.207
C -0.914 5.369 0.766 -0.212
H 0.215 2.581 -0.808 0.253
H -2.236 2.140 -0.905 0.219
H -3.815 3.771 0.069 0.221
H -2.969 5.837 1.128 0.224
H -0.521 6.264 1.224 0.251
```

For the HOMO-LUMO gap, the calculation gives 7.74 eV. Its HOMO energy is -8.3 eV. The energy comes out at -52666.310 eV. Its SMILES is C[C@@H](Cl)CCOC[C@@H](N)B(O)N(C)C.O=[N+]([O-])c1ccccc1.O=[N+]([O-])c1ccccc1.

This record from the OMol25 dataset describes 7 unconnected molecules or ions with the total composition C20H30Cl18N5O4S in a non-equilibrium geometry. The level of theory is wB97M-V/def2-TZVPD.

Structure (XYZ):
```
78
Properties=species:S:1:pos:R:3:lowdin_charge:R:1
C -3.056 -3.975 -0.506 0.005
C -4.540 -3.723 -0.769 -0.321
N -5.209 -2.944 0.352 0.203
C -5.614 -1.768 -0.174 -0.328
N -6.844 -1.343 -0.042 0.279
N -4.703 -1.004 -0.913 0.037
C -3.516 -0.583 -0.113 -0.139
C -3.710 0.767 0.608 -0.140
C -4.333 1.858 -0.291 -0.075
C -5.738 2.288 0.082 -0.471
O -6.447 2.881 -0.696 0.123
O -6.221 1.988 1.354 0.063
C -4.317 -1.838 -2.110 -0.263
C -4.938 -1.217 -3.368 -0.109
C -4.095 -0.118 -4.009 -0.183
C -2.828 -0.601 -4.732 -0.229
C -1.643 -0.647 -3.745 -0.465
S -0.455 0.715 -4.049 0.999
C 0.362 0.638 -2.493 -0.685
N -0.281 0.707 -1.396 0.046
N 0.651 0.570 -0.378 0.050
C 1.772 0.440 -0.954 -0.324
O 1.686 0.470 -2.299 0.069
O -4.842 -3.160 -2.007 -0.022
H -2.553 -3.135 -0.030 0.071
H -2.551 -4.115 -1.463 0.099
H -2.877 -4.855 0.106 0.095
H -5.017 -4.702 -0.756 0.161
H -6.050 -3.459 0.610 0.154
H -7.601 -2.025 -0.002 0.041
H -7.042 -0.355 -0.048 0.123
H -2.664 -0.444 -0.779 0.097
H -3.235 -1.302 0.659 0.114
H -4.262 0.641 1.540 0.108
H -2.709 1.099 0.889 0.117
H -3.700 2.746 -0.241 0.137
H -4.337 1.536 -1.329 0.102
H -6.961 1.379 1.279 0.093
H -3.237 -1.935 -2.208 0.133
H -5.866 -0.741 -3.038 0.087
H -5.246 -1.990 -4.073 0.132
H -3.820 0.683 -3.317 0.108
H -4.730 0.356 -4.762 0.120
H -2.571 0.009 -5.598 0.101
H -2.975 -1.617 -5.108 0.116
H -2.025 -0.441 -2.751 0.017
H -1.077 -1.576 -3.775 0.086
H 2.714 0.281 -0.466 0.107
C -10.057 -1.398 -2.200 -1.512
Cl -9.471 -2.724 -1.173 0.562
Cl -10.494 -0.008 -1.213 0.556
Cl -8.840 -0.962 -3.396 0.559
H -10.941 -1.746 -2.719 0.022
C 3.701 4.198 0.509 -1.504
Cl 5.040 3.799 1.586 0.556
Cl 4.293 4.970 -0.961 0.546
Cl 2.769 2.744 0.118 0.619
H 3.049 4.893 1.021 0.016
C 8.175 2.766 -0.163 -1.558
Cl 9.523 2.352 0.899 0.537
Cl 8.751 3.550 -1.631 0.544
Cl 7.233 1.323 -0.551 0.510
H 7.530 3.459 0.362 -0.040
C 12.031 2.114 4.163 -1.562
Cl 12.689 0.765 5.102 0.531
Cl 11.421 3.379 5.229 0.533
Cl 13.252 2.754 3.064 0.539
H 11.205 1.741 3.573 -0.057
C 10.943 0.467 8.445 -1.567
Cl 9.396 -0.347 8.695 0.519
Cl 10.793 2.199 8.738 0.512
Cl 12.192 -0.237 9.473 0.527
H 11.236 0.325 7.413 -0.051
C 8.849 -1.297 2.483 -1.550
Cl 9.038 -2.999 2.062 0.538
Cl 7.245 -0.993 3.154 0.517
Cl 10.106 -0.791 3.616 0.538
H 8.953 -0.710 1.579 -0.021
```

For the HOMO-LUMO gap, the calculation gives 7.99 eV. Its HOMO energy is -11.6 eV. The charge is +1. The energy comes out at -273097.741 eV.

This record from the OMol25 dataset describes C20H30ClN3O3 in the gas phase. The level of theory is wB97M-V/def2-TZVPD.

Structure (XYZ):
```
57
Properties=species:S:1:pos:R:3:nbo_charge:R:1
C -2.611 -2.329 -4.361 -0.604
C -2.040 -1.920 -3.008 -0.398
C -0.510 -1.927 -2.953 -0.201
C 0.044 -3.347 -3.032 -0.616
C -0.024 -1.216 -1.683 -0.042
C 1.501 -1.269 -1.500 -0.502
C 1.931 -0.296 -0.417 0.702
O 2.427 0.789 -0.691 -0.657
N 1.650 -0.693 0.843 -0.626
C 1.923 0.080 2.063 0.100
C 3.425 0.262 2.251 -0.067
O 4.144 -0.959 2.340 -0.714
C 1.181 1.437 2.045 -0.410
C -0.132 1.237 2.830 -0.408
C -0.225 -0.266 3.121 -0.224
C -1.049 -0.613 4.348 -0.598
C 1.248 -0.669 3.219 -0.411
N -0.442 0.179 -1.663 -0.616
C -1.250 0.684 -0.698 0.675
O -1.887 -0.012 0.076 -0.629
C -1.335 2.180 -0.644 -0.173
C -2.522 2.758 -0.207 0.066
N -2.696 4.070 -0.091 -0.393
C -1.674 4.862 -0.393 0.025
C -0.449 4.372 -0.822 -0.072
Cl 0.843 5.471 -1.167 0.020
C -0.265 3.009 -0.956 -0.195
H -3.697 -2.245 -4.363 0.215
H -2.227 -1.686 -5.156 0.201
H -2.365 -3.360 -4.619 0.200
H -2.400 -0.921 -2.759 0.212
H -2.419 -2.584 -2.224 0.200
H -0.131 -1.355 -3.812 0.192
H -0.223 -3.912 -2.134 0.203
H -0.366 -3.878 -3.890 0.219
H 1.129 -3.363 -3.133 0.211
H -0.516 -1.676 -0.822 0.227
H 1.819 -2.284 -1.258 0.228
H 2.005 -0.965 -2.419 0.230
H 1.244 -1.607 0.957 0.396
H 3.837 0.816 1.409 0.207
H 3.573 0.854 3.162 0.160
H 3.574 -1.630 2.727 0.460
H 1.807 2.202 2.509 0.215
H 1.021 1.755 1.020 0.232
H -0.093 1.783 3.777 0.200
H -1.005 1.595 2.284 0.225
H -0.668 -0.753 2.247 0.216
H -0.632 -0.137 5.240 0.199
H -2.078 -0.269 4.235 0.217
H -1.076 -1.690 4.523 0.206
H 1.401 -1.754 3.186 0.198
H 1.665 -0.305 4.164 0.214
H 0.090 0.827 -2.222 0.405
H -3.356 2.120 0.060 0.217
H -1.824 5.930 -0.287 0.207
H 0.704 2.616 -1.247 0.254
```

For the HOMO-LUMO gap, the calculation gives 9.95 eV. Its HOMO energy is -9.6 eV. The energy comes out at -44364.132 eV. Its SMILES is CC[C@H](C)[C@@H](CC(=O)N[C@@]1(CO)CC[C@H](C)C1)NC(=O)c1cncc(Cl)c1. For the relative energy (zero: lowest compared OMol25 entry of this formula, charge and spin), the calculation gives 0.073 eV.

This record from the OMol25 dataset describes a molecular structure, C20H30F12MnO15P2 in a non-equilibrium geometry. The level of theory is wB97M-V/def2-TZVPD.

Structure (XYZ):
```
80
Properties=species:S:1:pos:R:3:lowdin_charge:R:1
Mn -0.092 -0.122 -0.006 1.041
P 1.235 -2.706 -1.136 0.225
F 1.761 -1.172 -0.628 -0.202
F 1.146 -2.225 -2.661 -0.121
F 2.695 -3.417 -1.186 -0.148
F 0.564 -4.028 -1.729 -0.137
F 1.294 -3.243 0.382 -0.153
F -0.193 -2.121 -0.658 -0.188
P -1.367 2.606 1.329 0.228
F -2.559 1.592 1.921 -0.167
F -1.103 3.132 2.839 -0.167
F -0.254 1.482 1.550 -0.190
F -0.120 3.526 1.013 -0.130
F -1.406 1.901 -0.134 -0.158
F -2.463 3.846 1.132 -0.170
C 6.960 0.038 0.836 0.011
C 5.646 0.508 1.587 -0.335
C 5.162 1.925 1.518 -0.068
O 3.752 1.804 1.502 0.135
C 3.392 0.609 1.326 -0.563
O 2.219 0.336 1.291 0.130
O 4.521 -0.109 1.111 0.086
H 7.806 -0.002 1.522 0.073
H 7.165 0.783 0.068 0.071
H 6.942 -0.963 0.406 0.084
H 5.638 -0.002 2.550 0.153
H 5.776 2.632 0.961 0.143
H 5.292 2.155 2.575 0.136
C -5.910 -4.049 2.042 -0.006
C -5.531 -2.882 1.040 -0.260
C -5.787 -1.560 1.593 -0.130
O -4.590 -0.794 1.492 0.110
C -3.601 -1.530 1.022 -0.504
O -2.432 -1.214 0.871 0.121
O -4.078 -2.795 0.904 0.085
H -5.106 -4.715 2.353 0.083
H -6.631 -4.728 1.587 0.068
H -6.418 -3.788 2.970 0.073
H -6.074 -2.982 0.101 0.149
H -6.140 -1.539 2.624 0.132
H -6.667 -1.115 1.130 0.137
C 2.094 -1.792 6.068 -0.042
C 1.342 -2.405 4.951 -0.317
C -0.164 -2.518 5.276 -0.061
O -0.770 -1.943 4.103 0.078
C 0.191 -1.448 3.294 -0.424
O -0.080 -0.944 2.162 0.044
O 1.361 -1.388 3.938 0.108
H 2.195 -2.534 6.860 0.095
H 1.677 -0.832 6.373 0.100
H 3.116 -1.539 5.789 0.089
H 1.716 -3.399 4.707 0.160
H -0.386 -1.662 5.912 0.130
H -0.486 -3.441 5.759 0.141
C -2.398 0.572 -6.364 -0.017
C -2.495 1.089 -4.946 -0.364
C -3.781 0.779 -4.127 -0.016
O -3.343 0.400 -2.802 0.146
C -2.087 0.246 -2.779 -0.537
O -1.335 -0.073 -1.904 0.116
O -1.584 0.650 -3.993 0.080
H -3.099 1.125 -6.987 0.093
H -2.601 -0.498 -6.306 0.091
H -1.424 0.754 -6.819 0.088
H -2.207 2.129 -5.101 0.139
H -4.210 -0.078 -4.647 0.142
H -4.142 1.807 -4.148 0.146
C 1.415 3.341 -4.959 -0.012
C 2.182 3.075 -3.694 -0.358
C 1.889 4.084 -2.571 -0.067
O 1.893 3.315 -1.384 0.133
C 1.523 2.136 -1.790 -0.557
O 1.027 1.291 -1.173 0.140
O 1.764 1.923 -3.106 0.117
H 1.795 4.315 -5.268 0.092
H 0.340 3.495 -4.872 0.084
H 1.610 2.503 -5.628 0.094
H 3.249 2.913 -3.850 0.162
H 1.056 4.765 -2.749 0.143
H 2.712 4.714 -2.234 0.140
```

For the HOMO-LUMO gap (alpha / beta), the calculation gives 10.61 / 10.70 eV. Its HOMO energy (alpha / beta) is -10.2 / -10.3 eV. The spin multiplicity is 6. The energy comes out at -134455.725 eV. For the relative energy (zero: lowest compared OMol25 entry of this formula, charge and spin), the calculation gives 7.454 eV.

This record from the OMol25 dataset describes a molecular structure, C20H30F6NO13Zn in a non-equilibrium geometry. The level of theory is wB97M-V/def2-TZVPD.

Structure (XYZ):
```
71
Properties=species:S:1:pos:R:3:lowdin_charge:R:1
Zn 21.856 26.574 -35.681 1.235
C 25.028 24.750 -32.747 -0.353
O 24.513 23.424 -32.379 -0.116
O 24.174 25.314 -33.752 -0.257
C 25.193 25.636 -31.474 -0.541
F 26.127 25.227 -30.588 0.120
F 25.518 26.896 -31.864 0.110
F 24.054 25.787 -30.763 0.115
C 24.453 22.388 -33.291 -0.310
C 23.942 21.164 -32.535 -0.075
H 24.548 20.913 -31.664 0.068
H 22.908 21.229 -32.197 0.062
H 23.978 20.257 -33.138 0.063
H 25.386 22.210 -33.827 0.110
H 23.842 22.593 -34.169 0.107
H 25.991 24.601 -33.235 0.142
C 18.599 28.460 -35.842 -0.387
O 18.778 27.315 -36.681 -0.145
O 19.859 28.387 -35.192 -0.228
C 18.077 29.735 -36.559 -0.526
F 18.861 30.192 -37.545 0.145
F 16.871 29.503 -37.188 0.090
F 17.839 30.799 -35.774 0.132
C 17.698 26.665 -37.338 -0.292
C 18.191 25.436 -37.940 -0.076
H 19.177 25.454 -38.405 0.092
H 18.232 24.650 -37.185 0.077
H 17.468 25.073 -38.670 0.080
H 17.325 27.373 -38.078 0.112
H 16.899 26.533 -36.609 0.123
H 17.718 28.259 -35.232 0.143
N 22.951 28.039 -39.614 -0.703
O 23.931 28.702 -39.921 -0.013
O 22.925 27.713 -38.498 -0.048
O 22.036 27.687 -40.404 -0.061
O 22.815 23.517 -37.896 0.054
C 23.094 22.622 -38.728 -0.425
O 22.108 21.925 -39.401 -0.002
C 22.671 20.733 -40.089 -0.125
C 24.132 21.096 -40.188 -0.170
C 24.451 21.989 -38.952 -0.061
H 22.246 20.740 -41.093 0.122
H 22.488 19.836 -39.498 0.123
H 24.339 21.669 -41.092 0.116
H 24.818 20.249 -40.191 0.108
H 25.065 22.858 -39.189 0.131
H 24.676 21.436 -38.040 0.130
O 25.853 31.526 -37.080 0.098
C 25.136 32.069 -36.237 -0.416
O 25.650 32.819 -35.203 0.012
C 24.587 33.211 -34.327 -0.199
C 23.431 32.301 -34.485 -0.178
C 23.691 31.771 -35.882 -0.068
H 24.371 34.244 -34.601 0.125
H 24.828 33.119 -33.268 0.124
H 22.559 32.953 -34.438 0.117
H 23.325 31.521 -33.732 0.120
H 23.100 32.400 -36.548 0.134
H 23.501 30.698 -35.845 0.134
O 20.217 24.570 -33.826 0.058
C 19.830 24.179 -32.744 -0.408
O 19.434 22.869 -32.518 -0.009
C 19.072 22.658 -31.134 -0.147
C 18.688 24.062 -30.658 -0.164
C 19.554 25.027 -31.453 -0.056
H 19.997 22.195 -30.789 0.122
H 18.304 21.900 -30.987 0.119
H 18.931 24.195 -29.604 0.111
H 17.622 24.239 -30.806 0.116
H 20.566 25.150 -31.066 0.128
H 19.099 26.005 -31.611 0.126
```

For the HOMO-LUMO gap, the calculation gives 3.64 eV. Its HOMO energy is -5.1 eV. The charge is -1. The energy comes out at -114047.078 eV. For the relative energy (zero: lowest compared OMol25 entry of this formula, charge and spin), the calculation gives 4.508 eV.

This record from the OMol25 dataset describes a molecular structure, C20H30HgNO3PS in a non-equilibrium geometry. The level of theory is wB97M-V/def2-TZVPD.

Structure (XYZ):
```
57
Properties=species:S:1:pos:R:3:nbo_charge:R:1
C -4.645 -1.775 0.213 -0.228
C -3.664 -2.463 -0.509 -0.170
C -2.406 -1.876 -0.775 -0.049
C -2.091 -0.607 -0.217 -0.499
C -3.111 0.081 0.484 -0.090
C -4.364 -0.500 0.729 -0.229
C -1.434 -2.660 -1.607 -0.465
C -0.535 -1.829 -2.536 -0.180
N -1.107 -1.588 -3.826 -0.445
Hg -0.152 0.349 -0.113 1.374
C -2.842 1.505 0.945 -0.732
P -1.761 2.247 -0.337 0.754
H -3.863 -3.464 -0.922 0.202
H -5.111 0.088 1.277 0.207
H -5.642 -2.210 0.348 0.213
H -2.241 1.537 1.874 0.246
H -3.737 2.142 1.021 0.229
H -0.758 -3.200 -0.932 0.255
H -1.972 -3.417 -2.205 0.220
H -0.322 -0.826 -2.107 0.118
C -1.201 3.903 0.149 -0.953
C -2.824 2.386 -1.810 -0.950
H 0.447 -2.340 -2.665 0.215
C -2.296 -0.762 -3.859 -0.413
C -0.120 -1.218 -4.810 -0.401
H 1.442 1.583 -0.257 0.042
H -2.642 -0.785 -4.902 0.199
H -3.069 -1.167 -3.186 0.215
H -2.127 0.308 -3.590 0.149
H -0.616 -1.224 -5.790 0.196
H 0.333 -0.215 -4.644 0.153
H 0.683 -1.969 -4.777 0.204
H -3.624 3.109 -1.580 0.228
H -2.203 2.744 -2.649 0.244
H -3.278 1.418 -2.082 0.271
H -2.088 4.536 0.322 0.225
H -0.578 3.813 1.057 0.253
H -0.589 4.292 -0.686 0.247
H 1.352 1.350 -1.007 -0.001
C 6.208 0.988 5.022 -0.630
C 5.172 0.404 4.106 -0.015
C 5.166 0.859 2.772 -0.212
C 4.227 0.291 1.885 -0.233
C 3.395 -0.727 2.330 -0.071
C 3.304 -1.113 3.681 -0.226
C 4.259 -0.564 4.588 -0.219
S 1.949 -1.287 0.978 2.140
O 1.210 -0.044 1.645 -1.075
O 2.665 -0.820 -0.243 -0.999
O 0.900 -2.280 0.566 -0.893
H 7.224 0.783 4.642 0.221
H 6.108 2.084 5.090 0.219
H 6.098 0.551 6.022 0.213
H 5.867 1.629 2.437 0.220
H 4.186 0.636 0.851 0.253
H 2.538 -1.823 3.947 0.232
H 4.282 -0.862 5.641 0.220
```

For the HOMO-LUMO gap, the calculation gives 7.59 eV. Its HOMO energy is -7.3 eV. The energy comes out at -53152.713 eV. For the relative energy (zero: lowest compared OMol25 entry of this formula, charge and spin), the calculation gives 0.000 eV.

The highest energy belongs to which entry? C20H30ClN3O3